Record 1
The following is a quantum chemistry calculation of C43H73N2OP2RuSSi as an isolated structure, from the Open Molecules 2025 dataset.

Geometry as XYZ:
```
124
C43H73N2OP2RuSSi, DFT ωB97M-V/def2-TZVPD
Ru -0.04763 -0.35649 -0.24716
C -1.82728 -0.28859 3.31350
Si -0.91679 0.59235 1.93385
C 0.85211 1.00695 2.53516
C 1.05086 0.90179 3.91810
C 2.26458 1.20801 4.51556
C 3.32315 1.63487 3.73327
C 3.16327 1.73995 2.35979
C 1.95570 1.41467 1.74236
P 1.71362 1.67100 -0.05453
C 1.59443 3.53446 -0.20428
C 0.81592 4.19174 0.93794
C 0.67723 5.69703 0.70930
C 2.03616 6.36813 0.56367
C 2.83226 5.70526 -0.55216
C 2.97391 4.19909 -0.31998
C 3.17585 1.17844 -1.11773
C 3.04790 1.83051 -2.52837
C 4.40053 2.24386 -3.10778
C 5.39446 1.09711 -3.00153
C 5.62842 0.69131 -1.53284
C 4.60072 1.28243 -0.55399
C -1.89275 2.14097 1.50254
C -2.20470 3.01783 2.54655
C -2.75560 4.26575 2.30187
C -2.99160 4.66952 0.99422
C -2.71867 3.80538 -0.05286
C -2.19499 2.53398 0.19241
P -1.91572 1.38636 -1.18741
C -1.38972 2.39341 -2.63540
C -0.54106 1.48576 -3.55088
C -0.32692 2.09592 -4.94450
C -0.34805 3.61887 -4.87335
C -1.72290 4.12070 -4.39545
C -2.44096 3.09300 -3.50370
C -3.56056 0.64507 -1.60807
C -3.73572 -0.73778 -0.92734
C -5.06002 -0.89163 -0.18432
C -5.22147 0.26679 0.79035
C -5.32854 1.60966 0.05027
C -4.79148 1.54807 -1.38697
H -2.08489 0.42033 4.10439
H -1.24359 -1.09197 3.76550
H -2.76651 -0.70908 2.94844
H 0.23431 0.58965 4.55663
H 2.37439 1.12644 5.58894
H 4.27051 1.89511 4.18650
H 3.99597 2.09698 1.77403
H 1.04970 3.71298 -1.14000
H 1.34319 4.01637 1.88150
H -0.16710 3.75177 1.03151
H 0.11594 6.13316 1.53763
H 0.08493 5.86903 -0.19781
H 2.58735 6.27432 1.50543
H 1.92155 7.43495 0.36931
H 3.82497 6.15005 -0.63751
H 2.32791 5.87245 -1.51080
H 3.53218 4.03311 0.60705
H 3.55093 3.77114 -1.13528
H 2.99192 0.11258 -1.23615
H 2.37496 2.68960 -2.53427
H 2.60587 1.09629 -3.20890
H 4.79303 3.12238 -2.58887
H 4.26582 2.53931 -4.14912
H 6.33857 1.36960 -3.47145
H 5.00581 0.24799 -3.57393
H 6.62174 1.00296 -1.20781
H 5.62520 -0.39848 -1.45484
H 4.86556 2.31701 -0.33607
H 4.66215 0.73669 0.38833
H -1.98061 2.74145 3.57130
H -2.97934 4.93116 3.12543
H -3.39657 5.65226 0.79141
H -2.92015 4.13218 -1.06376
H -0.74747 3.16365 -2.19216
H -1.03769 0.51243 -3.65835
H 0.41816 1.29541 -3.06222
H -1.11416 1.76046 -5.62359
H 0.61399 1.73678 -5.36535
H -0.11196 4.04442 -5.84799
H 0.43951 3.96009 -4.19295
H -2.35887 4.36009 -5.24843
H -1.59662 5.04863 -3.83305
H -2.95181 2.34523 -4.11665
H -3.21421 3.59473 -2.92564
H -3.47083 0.49156 -2.68901
H -2.93948 -0.88168 -0.18345
H -3.62381 -1.53220 -1.66939
H -5.06318 -1.84698 0.34451
H -5.89635 -0.92454 -0.88691
H -4.34501 0.28215 1.44928
H -6.08881 0.11699 1.43252
H -4.81851 2.38438 0.62149
H -6.37360 1.91698 -0.00932
H -4.60726 2.55729 -1.75417
H -5.57335 1.14284 -2.03383
N -0.46098 -1.78010 -2.06140
C -0.50383 -3.25490 -1.87489
C -1.64979 -3.66933 -0.95126
C -1.23133 -4.57504 0.20115
C -0.13236 -3.97318 1.06903
N -0.34569 -2.53055 1.32007
H -1.31213 -1.47889 -2.52952
H 0.30215 -1.53830 -2.68873
H 0.45600 -3.54955 -1.45468
H -0.59406 -3.74431 -2.84655
H -2.44504 -4.14996 -1.52191
H -2.08077 -2.76431 -0.52632
H -0.88111 -5.54248 -0.16572
H -2.11494 -4.78342 0.80924
H 0.83493 -4.07644 0.58033
H -0.07046 -4.53449 2.00490
H 0.35823 -2.20735 1.97861
H -1.23849 -2.39548 1.78694
C 4.26220 -2.71149 0.51343
S 2.89465 -2.83530 -0.62307
C 3.77120 -2.54369 -2.15694
O 2.05105 -1.59789 -0.37606
H 4.93311 -3.55075 0.33070
H 3.84944 -2.78425 1.51784
H 4.77365 -1.76132 0.37801
H 4.61801 -3.22662 -2.21536
H 4.11150 -1.50850 -2.17842
H 3.08991 -2.74619 -2.98143
```

HOMO energy (spin up / spin down): -11.419 / -13.868 eV
Orbital gap (spin up / spin down): 7.29 / 7.33 eV
⟨S²⟩: 8.76
ΔE to the lowest compared entry with this formula, charge and spin: 0.00 kJ/mol
Net charge: +2
2S+1: 6
Largest force on an atom: 0.6 eV/Å

Results of the Löwdin charge analysis, in e, for atoms 1 through 5: 1.06 -0.21 0.58 -0.30 -0.09


Record 2
The following is a quantum chemistry calculation of C43H74As2BCrN4O8P2S as an isolated structure at a distorted geometry, from the Open Molecules 2025 dataset.

Geometry as XYZ:
```
136
C43H74As2BCrN4O8P2S, DFT ωB97M-V/def2-TZVPD
Cr 0.39774 0.21294 -0.07004
C -2.04481 3.74682 -3.28059
C -2.77133 3.02426 -2.14338
C -2.61961 3.85810 -0.86438
C -4.26083 2.92586 -2.47329
P -1.86040 1.39991 -1.76260
C -3.13715 0.49265 -0.70774
N -2.65440 0.50487 0.65998
B -1.28454 0.36773 1.05932
N -1.28283 0.68746 2.45760
C -0.06794 0.87859 3.20528
P 1.14856 1.42154 1.90185
C 2.80904 1.02088 2.69689
C 2.93038 1.41096 4.16939
C 2.90715 -0.50801 2.57388
C 3.93119 1.66716 1.88026
C 0.88695 3.29984 1.80375
C 1.39238 3.71844 0.41737
C 1.58538 4.09824 2.90097
C -0.61649 3.58475 1.87470
C -2.57258 0.94399 2.88918
C -3.06550 1.29071 4.13681
C -4.43279 1.51703 4.26065
C -5.28106 1.39026 3.16715
C -4.79325 1.03832 1.91200
C -3.43179 0.82444 1.77091
C -1.80196 0.41640 -3.37806
C -3.11376 0.32136 -4.15527
C -1.38299 -0.98808 -2.97465
C -0.66932 0.97239 -4.25117
H -2.35767 4.79357 -3.30339
H -0.96102 3.72334 -3.14347
H -2.28480 3.31365 -4.25156
H -3.15020 4.80711 -0.97558
H -3.03750 3.34107 0.00383
H -1.56866 4.07626 -0.67202
H -4.62676 3.93424 -2.68268
H -4.46400 2.31174 -3.34686
H -4.84305 2.54703 -1.63377
H -4.10684 0.98335 -0.75006
H -3.27703 -0.52827 -1.06809
H -0.18136 1.62992 3.99081
H 0.26634 -0.06018 3.65733
H 2.09843 1.02483 4.76011
H 3.85350 0.98551 4.57194
H 2.97997 2.48894 4.30195
H 2.18714 -1.00626 3.22555
H 2.71271 -0.82835 1.54857
H 3.90825 -0.83898 2.86197
H 4.01400 2.73431 2.08732
H 4.88913 1.20459 2.13445
H 3.76167 1.53615 0.81339
H 2.45750 3.51313 0.29482
H 0.85470 3.17439 -0.36247
H 1.23291 4.78945 0.26519
H 2.67001 4.07302 2.80223
H 1.27285 5.14289 2.83070
H 1.30657 3.73691 3.89186
H -1.16381 2.95688 1.17561
H -1.02006 3.42601 2.87542
H -0.79526 4.62950 1.60900
H -2.40909 1.38246 4.99352
H -4.84166 1.79605 5.22278
H -6.33999 1.57452 3.29071
H -5.47138 0.92831 1.07466
H -3.94519 0.06588 -3.49566
H -3.34862 1.24735 -4.67890
H -3.03257 -0.47099 -4.90485
H -2.18661 -1.52301 -2.47365
H -1.11395 -1.54695 -3.87260
H -0.50322 -0.94900 -2.32252
H -0.92223 1.92182 -4.71838
H 0.24053 1.10889 -3.66368
H -0.44488 0.25883 -5.04873
C 4.16112 -5.13158 -2.96192
O 2.77455 -4.97139 -2.64378
C 2.37162 -3.81665 -2.15371
O 3.12847 -2.91479 -1.84845
C 0.93545 -3.74526 -1.81808
C -0.01283 -4.19521 -2.65860
As -1.92251 -4.43596 -2.30657
C -1.94940 -6.39279 -2.10955
C -1.91705 -4.02905 -0.38876
C -1.06082 -3.28669 0.31154
As 0.68869 -2.60116 -0.23861
C 1.74896 -3.66311 1.03263
C -1.29612 -2.84469 1.70734
O -0.42944 -2.24311 2.31338
O -2.46836 -3.15432 2.23124
C -2.69196 -2.74929 3.59025
C -3.27269 -4.41847 0.10351
O -4.25671 -3.89027 -0.35889
O -3.28649 -5.43332 0.95486
C -4.58509 -5.89961 1.35120
C 0.31901 -4.40345 -4.09419
O 1.30516 -4.02011 -4.66467
O -0.70848 -5.00144 -4.73274
C -0.57806 -5.16698 -6.15131
H 4.62839 -5.75452 -2.20075
H 4.66102 -4.16822 -3.01502
H 4.20769 -5.63068 -3.92594
H -1.80355 -6.84227 -3.08899
H -2.93539 -6.67476 -1.74124
H -1.18754 -6.75119 -1.42035
H 1.21154 -4.58406 1.25283
H 1.89300 -3.10817 1.95447
H 2.71989 -3.89848 0.60083
H -3.71743 -3.01943 3.81972
H -2.54930 -1.67681 3.69637
H -2.00608 -3.27258 4.25573
H -4.42101 -6.56830 2.18917
H -5.05482 -6.42996 0.52343
H -5.21801 -5.06311 1.63998
H -1.58549 -5.21379 -6.55317
H -0.04718 -6.09319 -6.36779
H -0.02806 -4.33075 -6.57577
C 5.98107 -1.80949 0.50228
C 5.83445 -0.62965 -0.44613
N 4.42829 -0.25382 -0.57127
C 3.97625 0.60971 -1.49283
S 2.31733 0.87322 -1.74520
N 4.88636 1.32620 -2.15344
C 4.63841 2.43279 -3.06809
C 5.65299 3.53982 -2.81679
H 5.38719 -2.64468 0.13683
H 5.64408 -1.54552 1.50497
H 7.02423 -2.11585 0.55700
H 6.24424 -0.89983 -1.42754
H 6.39821 0.22505 -0.05914
H 3.78092 -0.99891 -0.36693
H 5.85693 1.10214 -1.99555
H 3.62268 2.78263 -2.90000
H 4.70401 2.07653 -4.09864
H 5.52965 3.94486 -1.81200
H 5.52263 4.34726 -3.53493
H 6.67142 3.15833 -2.91536
```

HOMO energy (spin up / spin down): -9.327 / -9.492 eV
Orbital gap (spin up / spin down): 6.57 / 6.76 eV
⟨S²⟩: 6.08
ΔE to the lowest compared entry with this formula, charge and spin: 83.69 kJ/mol
Net charge: +1
2S+1: 5
Largest force on an atom: 2.2 eV/Å

Results of the Löwdin charge analysis, in e, for atoms 1 through 5: 0.12 -0.10 -0.68 -0.10 -0.08